Molecular formula: C48H36I2OP2PdS
Method: DFT, ωB97M-V/def2-TZVPD

## Properties
Lowest unoccupied orbital energy, eV: -6.57
Highest occupied orbital energy, Eh: -0.485
Orbital gap, eV: 6.61
Molar mass, g mol⁻¹: 1083.1

```
! wB97M-V def2-TZVPD RIJCOSX def2/J DEFGRID3
* xyz 2 1
Pd -0.279 0.183 -0.304
O 2.440 -0.795 -0.554
S 1.580 0.063 -1.373
C 1.496 -0.576 -3.006
C 2.187 0.073 -4.009
C 2.366 -0.486 -5.287
C 1.871 -1.742 -5.510
C 1.950 -2.633 -6.722
C 1.222 -3.938 -6.307
C 0.758 -3.687 -4.896
C 0.069 -4.482 -4.021
C -0.247 -3.949 -2.759
C 0.119 -2.681 -2.341
P -0.596 -2.155 -0.755
C -0.291 -3.442 0.460
C -1.198 -4.476 0.696
C -0.884 -5.466 1.614
C 0.331 -5.432 2.286
C 1.238 -4.410 2.043
C 0.930 -3.411 1.133
C -2.376 -2.065 -1.086
C -2.867 -1.897 -2.380
C -4.226 -1.704 -2.590
C -5.103 -1.678 -1.516
C -4.624 -1.855 -0.224
C -3.268 -2.044 -0.009
C 0.898 -1.859 -3.214
C 1.159 -2.401 -4.484
C 2.352 1.650 -1.515
C 3.729 1.558 -1.432
C 4.583 2.641 -1.695
C 4.017 3.819 -2.098
C 4.639 5.129 -2.503
C 3.441 6.045 -2.863
C 2.218 5.210 -2.584
C 0.886 5.507 -2.682
C -0.035 4.529 -2.277
C 0.331 3.271 -1.830
P -0.954 2.226 -1.152
C -2.055 1.831 -2.548
C -1.520 1.051 -3.574
C -2.264 0.769 -4.706
C -3.556 1.263 -4.828
C -4.091 2.048 -3.819
C -3.345 2.339 -2.684
C -1.918 3.167 0.050
C -1.429 4.326 0.643
C -2.153 4.947 1.654
C -3.362 4.418 2.076
C -3.850 3.252 1.496
C -3.129 2.623 0.496
C 1.711 2.895 -1.822
C 2.610 3.924 -2.159
H 2.618 1.044 -3.814
H 2.915 0.063 -6.040
H 2.990 -2.814 -6.995
H 1.482 -2.155 -7.583
H 1.888 -4.801 -6.344
H 0.380 -4.165 -6.961
H -0.245 -5.484 -4.278
H -0.830 -4.563 -2.082
H -2.148 -4.505 0.177
H -1.588 -6.265 1.804
H 0.572 -6.208 3.000
H 2.187 -4.391 2.563
H 1.639 -2.618 0.930
H -2.195 -1.907 -3.227
H -4.598 -1.578 -3.598
H -6.163 -1.537 -1.686
H -5.308 -1.862 0.614
H -2.909 -2.220 0.998
H 4.163 0.599 -1.178
H 5.653 2.513 -1.607
H 5.320 4.993 -3.343
H 5.233 5.538 -1.684
H 3.465 6.352 -3.909
H 3.431 6.960 -2.270
H 0.536 6.472 -3.024
H -1.090 4.784 -2.289
H -0.509 0.674 -3.506
H -1.831 0.171 -5.499
H -4.139 1.050 -5.715
H -5.091 2.452 -3.917
H -3.772 2.981 -1.927
H -0.483 4.748 0.329
H -1.767 5.849 2.110
H -3.924 4.910 2.858
H -4.794 2.835 1.824
H -3.516 1.709 0.055
I -1.481 0.311 2.160
I 0.931 -0.135 3.158
*
```

Molecular formula: C11H19BBeBrCl3CsF4N2O12S2V
Method: DFT, ωB97M-V/def2-TZVPD

## Properties
Lowest unoccupied orbital energy, eV: -5.91
Highest occupied orbital energy, Eh: -0.274
Orbital gap, eV: 1.54
Molar mass, g mol⁻¹: 901.3

```
! wB97M-V def2-TZVPD RIJCOSX def2/J DEFGRID3
* xyz 0 1
C 5.695 0.375 -0.682
C 4.609 -0.016 0.349
O 3.297 0.339 -0.198
C 2.408 -0.663 -0.013
O 2.169 -1.451 -0.929
C 1.714 -0.730 1.324
C 0.407 -1.523 1.306
C -0.590 -1.004 0.263
C -1.859 -0.361 0.930
O -1.732 1.050 1.176
S -2.976 1.946 0.742
O -2.668 2.921 -0.247
O -3.758 2.458 1.812
O -3.874 0.785 0.005
C -3.230 -0.461 0.114
Cl -4.418 -1.523 0.997
N -2.953 -0.794 -1.300
C -3.475 -1.901 -1.512
S -3.744 -3.346 -2.157
H 6.253 1.234 -0.309
H 6.393 -0.443 -0.857
H 5.177 0.624 -1.609
H 4.803 0.507 1.285
H 4.684 -1.096 0.504
H 1.572 0.278 1.723
H 2.390 -1.224 2.037
H -0.023 -1.371 2.296
H 0.584 -2.597 1.237
H -0.940 -1.852 -0.317
H -0.162 -0.252 -0.454
H -2.067 -0.871 1.865
Be 0.893 1.163 -1.333
O 2.213 0.641 -3.093
H 2.629 0.491 -2.230
C -1.723 -3.859 4.260
Cl -0.659 -5.249 4.033
Cl -2.190 -3.139 2.707
H -2.621 -4.181 4.773
H -1.201 -3.107 4.842
B -4.220 -1.401 -5.255
F -2.939 -1.811 -4.775
F -4.157 -1.193 -6.624
F -5.145 -2.413 -4.946
F -4.566 -0.202 -4.589
C 1.349 5.213 0.477
N 2.154 4.180 1.185
O 3.341 4.123 0.947
O 1.557 3.461 1.962
H 2.008 5.775 -0.175
H 0.581 4.698 -0.093
H 0.906 5.855 1.233
Cs -1.442 -3.698 -2.725
O -2.940 2.254 -5.627
H -3.467 1.591 -5.132
O 0.699 2.949 4.781
V 0.765 1.307 4.375
O 0.800 -0.383 4.034
Br 3.690 -2.102 -2.397
*
```

Among the records above, which one has the lowest orbital gap? C11H19BBeBrCl3CsF4N2O12S2V

Among the records above, which one has the highest molar mass? C48H36I2OP2PdS